Entry 1:
{
  "formula": "C21H39BF3NO6PSi2",
  "method": "ωB97M-V/def2-TZVPD",
  "species": ["C", "Si", "C", "C", "C", "C", "F", "F", "Si", "F", "C", "B", "O", "O", "P", "O", "O", "O", "C", "C", "C", "C", "C", "C", "H", "H", "H", "H", "H", "H", "H", "H", "H", "H", "H", "H", "H", "H", "H", "H", "H", "H", "H", "H", "H", "C", "C", "C", "C", "C", "C", "N", "O", "C", "C", "C", "H", "H", "H", "H", "H", "H", "H", "H", "H", "H", "H", "H", "H", "H", "H", "H", "H", "H"],
  "xyz": [[-1.590, -3.181, -5.039], [-0.450, -1.716, -5.350], [0.100, -1.719, -7.142], [1.112, -1.835, -4.290], [0.822, -1.862, -2.776], [1.042, -0.546, -2.054], [0.967, 0.515, -2.903], [0.036, -0.399, -1.127], [2.726, -0.417, -1.149], [3.004, 1.148, -0.904], [4.093, -1.029, -2.238], [5.504, -0.549, -1.645], [6.190, 0.482, -2.204], [6.026, -1.151, -0.542], [2.717, -1.342, 0.894], [2.909, -2.792, 0.847], [3.847, -0.560, 1.739], [1.348, -0.936, 1.608], [-1.279, -0.087, -4.912], [-2.321, 0.020, -3.988], [-2.856, 1.264, -3.661], [-2.346, 2.409, -4.267], [-1.318, 2.328, -5.199], [-0.788, 1.081, -5.518], [-1.256, -3.856, -4.257], [-2.590, -2.838, -4.789], [-1.678, -3.731, -5.971], [0.398, -2.709, -7.477], [-0.669, -1.367, -7.825], [0.966, -1.074, -7.279], [1.596, -2.767, -4.588], [1.817, -1.053, -4.555], [-0.230, -2.111, -2.628], [1.372, -2.664, -2.291], [4.059, -2.103, -2.408], [3.925, -0.552, -3.205], [5.650, 0.966, -2.829], [5.486, -1.887, -0.241], [3.960, 0.328, 1.370], [1.482, -0.201, 2.224], [-2.694, -0.875, -3.512], [-3.655, 1.334, -2.941], [-2.746, 3.378, -4.006], [-0.904, 3.203, -5.673], [0.024, 1.019, -6.228], [-1.305, -0.634, 6.245], [-0.640, 0.687, 5.777], [-1.313, 1.913, 6.411], [-2.647, 2.310, 5.782], [-2.496, 2.455, 4.269], [-1.931, 1.194, 3.617], [-0.655, 0.780, 4.285], [0.338, 1.485, 3.851], [-2.994, 0.080, 3.671], [-1.657, 1.441, 2.142], [0.797, 0.628, 6.285], [-1.988, -1.064, 5.521], [-0.551, -1.401, 6.419], [-1.855, -0.492, 7.176], [-0.633, 2.767, 6.330], [-1.444, 1.727, 7.478], [-3.421, 1.580, 6.031], [-2.977, 3.260, 6.206], [-3.458, 2.692, 3.812], [-1.834, 3.301, 4.059], [-2.587, -0.864, 3.306], [-3.832, 0.351, 3.029], [-3.411, -0.082, 4.662], [-1.002, 2.295, 1.982], [-2.585, 1.641, 1.609], [-1.193, 0.562, 1.690], [1.357, -0.167, 5.793], [0.778, 0.421, 7.355], [1.330, 1.565, 6.135]],
  "forces_ev_per_angstrom": [[0.0, 0.4, -0.1], [0.2, 0.2, 0.1], [0.0, 0.2, 0.0], [0.0, -0.4, 0.0], [-0.5, -0.1, -0.6], [0.5, -0.6, 0.6], [-0.2, 0.4, -0.3], [-0.2, 0.2, 0.1], [0.0, -0.1, -0.7], [0.1, 0.3, 0.2], [0.3, 0.5, 0.2], [-0.5, -0.5, -0.2], [0.2, 0.2, 0.3], [0.2, 0.1, -0.1], [-0.3, -0.3, 0.4], [0.3, -0.2, -0.2], [-0.3, 0.1, -0.3], [0.2, 0.3, 0.1], [0.1, 0.0, -0.4], [0.2, 0.3, -0.2], [0.4, -0.1, -0.3], [-0.1, 0.0, 0.1], [0.1, -0.7, 0.1], [-0.4, 0.0, 0.4], [0.1, -0.1, 0.1], [-0.2, 0.0, 0.1], [0.0, -0.2, -0.1], [0.0, -0.2, 0.1], [-0.2, 0.0, 0.0], [0.1, 0.1, 0.0], [0.1, -0.1, 0.1], [0.0, 0.2, 0.0], [-0.1, 0.0, 0.2], [0.2, 0.0, 0.2], [-0.1, -0.2, 0.2], [-0.1, 0.0, -0.2], [0.1, 0.1, -0.2], [0.0, -0.2, 0.2], [0.3, 0.1, 0.2], [-0.4, 0.1, 0.2], [-0.2, -0.1, 0.1], [-0.1, 0.1, 0.1], [-0.1, 0.1, 0.0], [-0.1, 0.2, 0.0], [0.1, 0.0, -0.1], [-0.1, -0.1, -0.2], [-0.1, -1.0, 0.8], [-0.2, 0.4, -0.2], [0.1, -0.1, 0.0], [0.2, 0.2, 0.4], [-1.0, -0.7, -0.5], [0.3, 1.8, 0.3], [0.2, -0.7, -0.3], [0.0, -0.1, 0.1], [0.4, 0.1, -0.2], [0.3, 0.2, -0.2], [0.0, 0.1, 0.0], [0.1, 0.1, 0.0], [0.0, 0.0, 0.0], [0.1, -0.1, -0.1], [0.1, -0.1, 0.0], [0.0, 0.0, 0.0], [0.0, 0.0, 0.0], [0.0, -0.1, -0.1], [0.1, -0.1, 0.0], [0.0, 0.0, 0.0], [0.1, 0.1, -0.1], [0.0, 0.0, 0.0], [0.1, -0.1, 0.1], [-0.1, -0.1, 0.1], [0.0, 0.0, 0.0], [0.0, 0.0, 0.0], [-0.1, -0.1, 0.0], [0.0, 0.0, -0.1]],
  "lowdin_spin": [0.000, 0.000, 0.000, 0.000, 0.000, 0.000, 0.000, 0.000, 0.000, 0.000, 0.000, 0.000, 0.000, 0.000, 0.000, 0.000, 0.000, 0.001, 0.000, 0.000, 0.000, 0.000, 0.000, 0.000, 0.000, 0.000, 0.000, 0.000, 0.000, 0.000, 0.000, 0.000, 0.000, 0.000, 0.000, 0.000, 0.000, 0.000, 0.000, 0.000, 0.000, 0.000, 0.000, 0.000, 0.000, 0.003, 0.027, 0.017, 0.001, 0.016, 0.027, 0.386, 0.513, 0.003, -0.001, -0.001, 0.001, 0.000, 0.000, 0.002, 0.002, 0.000, 0.001, 0.002, 0.002, 0.001, 0.000, 0.000, -0.001, 0.000, 0.000, 0.000, 0.000, 0.000],
  "multiplicity": 2,
  "e_tot_ha": -2574.843488,
  "s_squared": 0.7542
}

***

Entry 2:
{
  "formula": "C9H10N2O2",
  "method": "ωB97M-V/def2-TZVPD",
  "species": ["C", "C", "C", "C", "C", "C", "C", "C", "C", "N", "N", "O", "O", "H", "H", "H", "H", "H", "H", "H", "H", "H", "H"],
  "xyz": [[0.262, 3.551, 1.273], [0.591, 2.309, 1.739], [0.484, 2.328, -0.446], [1.239, -2.204, 0.298], [1.684, -0.842, 0.560], [0.174, -2.557, -0.422], [0.871, 0.182, 0.558], [-0.770, -1.639, -1.157], [-1.543, -0.768, -0.220], [0.203, 3.545, -0.084], [0.749, 1.515, 0.629], [-1.639, -2.374, -2.021], [-2.132, 0.375, -0.619], [0.066, 4.448, 1.825], [0.743, 1.924, 2.725], [0.555, 1.980, -1.457], [1.869, -2.985, 0.704], [2.748, -0.742, 0.787], [-0.038, -3.607, -0.566], [-0.190, -1.007, -1.847], [-1.925, -1.145, 0.711], [-2.207, -2.943, -1.489], [-1.794, 0.655, -1.481]],
  "forces_ev_per_angstrom": [[0.1, -0.3, 0.4], [0.0, 0.4, 0.4], [0.0, 0.3, -0.2], [-0.2, -0.4, -0.1], [0.6, 0.5, 0.3], [0.0, 0.1, 0.0], [-2.1, -1.8, -0.8], [-0.1, 0.3, 0.2], [1.8, 0.8, 0.3], [0.0, 0.1, -0.6], [0.4, 0.9, -0.1], [-0.1, -0.2, -0.3], [-0.2, -0.1, -0.1], [0.0, 0.1, 0.2], [0.0, -0.1, 0.2], [0.0, -0.2, -0.2], [0.0, -0.1, 0.0], [0.0, 0.2, 0.0], [0.0, -0.2, 0.0], [-0.1, 0.0, 0.1], [-0.1, -0.1, 0.2], [0.0, 0.1, 0.0], [0.0, -0.1, 0.1]],
  "lowdin_charge": [-0.151, -0.052, -0.172, -0.106, -0.088, -0.048, 0.004, -0.391, -0.112, 0.059, -0.074, -0.029, 0.031, 0.094, 0.113, 0.123, 0.101, 0.110, 0.109, 0.154, 0.122, 0.094, 0.111],
  "e_above_lowest_ev": 5.5026,
  "e_tot_ha": -608.760493
}